18
Properties=species:S:1:pos:R:3:forces:R:3 method="wB97M-V/def2-TZVPD" homo_energy_ev=-8.21 e_above_lowest_kcal_mol=54.73 molar_mass_g_mol=150.27 gap_ev=8.879
S 2.44346 1.85054 0.08457 -0.108 -1.014 -0.353
H 1.45924 -2.41225 0.05876 -1.123 0.479 0.688
H 3.52263 1.59388 -0.64208 0.698 0.576 0.079
H -1.37171 1.20464 -1.19043 -1.748 1.299 -0.515
C -0.48553 0.67200 -1.26858 -0.161 1.438 2.577
H -1.96610 0.37903 0.85032 -0.048 0.038 -0.193
H -0.25667 -1.95747 0.76555 -0.384 -0.355 1.233
C -0.97311 0.72323 1.13664 0.368 0.587 1.598
N 0.02878 0.67894 0.08278 0.012 -1.114 0.474
H 0.22799 1.18955 -1.79298 1.448 0.993 -2.054
C 0.53656 -1.77742 0.09437 1.479 1.318 -3.301
S 3.55238 -0.96458 -0.13457 0.154 -0.085 0.009
H -0.70969 0.20334 2.07568 0.333 -0.368 -0.757
H -1.00481 1.75752 1.53976 -0.441 -0.283 -0.659
H -0.71263 -0.26761 -1.59272 -0.432 -2.548 -1.219
N 0.98349 -0.34221 0.13783 0.086 -0.910 1.422
H 0.09080 -1.85735 -0.94076 0.356 -0.409 0.982
C 2.26585 0.04045 0.05740 -0.489 0.360 -0.012